Record 1
ORCA calculation (ωB97M-V/def2-TZVPD) on a molecular structure, C3HCoO2 in a non-equilibrium geometry.

**Energy relative to the best compared isomer or geometry (same formula, charge and spin)**: 54.2 kcal/mol
**Expectation value of S²**: 8.7809
**Calculated total energy**: -1646.39100 hartree
**Maximum force**: 0.117 Eh/bohr
**Frontier orbital gap (alpha / beta)**: 9.1 / 6.3 eV

```
! wB97M-V def2-TZVPD RIJCOSX def2/J DEFGRID3
* xyz 3 6
C -2.324 -0.459 -0.092
H -3.214 -1.065 -0.112
C -1.372 0.282 -0.070
O 0.159 1.351 0.076
C 1.293 0.948 0.102
Co 3.488 -1.033 0.032
O 1.969 -0.023 0.064
*
```

For reference, the Mulliken charges in units of e are:
1 C 0.4063
2 H 0.4383
3 C 0.0655
4 O -0.0660
5 C 0.6665
6 Co 1.8569
7 O -0.3675

=====

Record 2
ORCA calculation (ωB97M-V/def2-TZVPD) on a molecular structure, C3HCuO2 in a non-equilibrium geometry.

**Energy relative to the best compared isomer or geometry (same formula, charge and spin)**: 68.7 kcal/mol
**Calculated total energy**: -1905.63575 hartree
**Maximum force**: 0.058 Eh/bohr
**Frontier orbital gap (alpha / beta)**: 6.1 / 6.1 eV

```
! wB97M-V def2-TZVPD RIJCOSX def2/J DEFGRID3
* xyz 0 1
C -0.300 0.255 -0.048
C 1.711 0.049 0.016
O 2.551 0.875 0.035
C -1.529 0.335 -0.001
O -2.816 0.551 0.030
Cu 0.608 -2.105 -0.245
H -3.323 -0.271 0.037
*
```

For reference, the Mulliken charges in units of e are:
1 C -0.5318
2 C 0.1065
3 O -0.2615
4 C 0.3694
5 O -0.5205
6 Cu 0.4931
7 H 0.3448

=====

> The highest calculated total energy belongs to which entry?

C3HCoO2